1.
Molecular formula: C27H28N3O2
Method: DFT, ωB97M-V/def2-TZVPD

```
60
Properties=species:S:1:pos:R:3:forces:R:3
C 3.96916 5.65709 0.31785 0.505 0.366 0.015
C 2.90786 5.18078 -0.67546 -0.121 0.026 -0.393
C 2.08825 4.22571 0.14571 -0.441 -0.143 0.452
C 2.63672 4.19330 1.45656 0.500 0.313 -0.533
O 3.73120 4.99027 1.60781 -1.588 -1.012 -0.582
C 2.04758 3.41418 2.47042 -0.036 0.485 -0.068
C 0.90428 2.70558 2.14986 0.143 -0.344 -0.093
C 0.40455 2.57318 0.79924 0.709 0.051 -0.132
C -0.55388 1.62194 0.37240 -0.751 1.474 0.751
C -1.39040 0.87459 1.25976 -0.185 -1.191 0.474
C -2.78699 0.70475 0.98896 -0.107 -0.390 -0.117
C -3.58417 -0.06887 1.81495 0.792 0.025 0.356
C -3.01129 -0.70722 2.94171 -0.310 -0.330 -0.248
O -3.87882 -1.50303 3.62721 0.596 1.072 -0.929
C -5.19334 -1.35854 2.99261 -0.341 -0.229 0.360
C -5.02609 -0.49014 1.74177 -0.267 0.096 -0.470
C -1.64949 -0.57280 3.25048 -0.709 0.047 0.277
C -0.87141 0.20383 2.41650 0.083 0.317 -0.183
C 0.99213 3.45146 -0.17231 0.741 -0.026 -0.142
H 4.98087 5.39534 -0.01749 -0.258 0.073 0.331
H 3.91182 6.73965 0.48570 0.087 -0.363 0.137
H 2.33225 6.03097 -1.06633 0.029 -0.322 0.117
H 3.37072 4.67075 -1.52827 -0.127 0.109 0.131
H 2.47748 3.47119 3.47297 -0.398 -0.160 -0.254
H 0.37607 2.18933 2.94524 0.180 0.170 -0.115
H -0.82113 1.62867 -0.70243 0.112 0.052 0.703
H -3.25136 1.20774 0.13811 0.268 -0.185 0.096
H -5.55919 -2.36577 2.75713 0.174 0.277 0.172
H -5.86975 -0.88921 3.71976 0.298 -0.229 -0.092
H -5.73312 0.34980 1.74895 0.257 -0.158 -0.040
H -5.21999 -1.08225 0.83517 0.119 0.244 0.174
H -1.28672 -1.04038 4.16411 0.217 0.012 -0.392
H 0.19310 0.27037 2.63006 -0.239 -0.170 -0.162
H 0.58369 3.49639 -1.18537 0.133 -0.177 0.272
C -3.42465 -4.13012 -0.95987 0.236 0.117 -0.019
C -2.73613 -4.48018 -2.12756 -0.017 -0.065 0.255
C -1.38658 -4.15729 -2.27257 -0.185 0.362 0.352
C -0.74156 -3.42644 -1.27012 0.144 0.046 0.024
C 0.70339 -3.02234 -1.41880 0.231 -0.504 -0.309
N 0.92363 -1.57784 -1.54792 1.106 0.255 -1.227
C 2.07669 -1.34985 -2.14150 -1.312 -0.138 1.376
N 2.43181 -0.20625 -2.80658 -0.408 0.203 0.297
C 3.82849 -0.21223 -3.21708 -0.004 0.555 -0.223
C 4.34241 -1.55136 -2.67096 0.567 0.075 -0.095
N 3.15902 -2.17662 -2.14869 -0.156 -0.666 -0.195
C -1.40563 -3.11628 -0.08636 -0.501 -0.013 -0.258
C -2.75052 -3.45725 0.06657 0.214 -0.093 -0.200
H -4.47762 -4.39178 -0.84219 0.312 0.048 -0.059
H -3.24704 -5.02719 -2.91695 0.061 0.094 0.161
H -0.82295 -4.45724 -3.15749 -0.246 0.129 0.159
H 1.24337 -3.53340 -0.58444 0.030 0.521 -0.280
H 1.06635 -3.45111 -2.36938 -0.116 -0.431 0.415
H 1.70794 0.44859 -3.07991 0.517 -0.308 -0.005
H 3.98069 -0.14948 -4.30789 -0.301 0.086 0.377
H 4.37591 0.60987 -2.73352 -0.105 -0.108 -0.318
H 4.83221 -2.14270 -3.45252 -0.090 0.034 0.203
H 5.06494 -1.32765 -1.88218 0.079 -0.325 0.007
H 3.14787 -3.07091 -1.67648 0.088 0.464 -0.103
H -0.86079 -2.59631 0.70050 -0.159 -0.049 -0.089
H -3.25183 -3.21526 1.00054 -0.052 -0.067 -0.120
```
Forces are in eV/Å.

Spin multiplicity: 1
DFT total energy (a.u.): -1360.13463
HOMO energy (eV): -10.25
Net charge: +1

natural (NBO) population analysis, charges in e, atoms 1 to 2: -0.07 -0.46

***

2.
Molecular formula: C12H16BrO12Pd
Method: DFT, ωB97M-V/def2-TZVPD

```
42
Properties=species:S:1:pos:R:3:forces:R:3
Pd -6.23619 -3.35400 0.62656 0.227 0.181 0.017
Br -2.76984 -0.58556 0.83164 -0.280 -0.220 -0.007
C 0.84803 -1.58558 5.95513 -1.317 0.489 -0.667
C -0.33951 -1.19159 6.77216 -0.353 4.140 -0.053
O -1.08099 -2.32057 6.93977 -1.309 -1.294 0.113
C -0.26254 -3.33931 6.78928 0.876 -3.711 0.483
O -0.52184 -4.50524 7.01880 0.509 2.395 -0.639
O 0.95840 -2.89070 6.34675 0.734 -3.162 1.453
H 1.74331 -0.97635 6.07930 -0.091 -0.323 -0.165
H 0.45415 -1.73498 4.94983 0.636 1.218 -0.779
H -0.94288 -0.48789 6.19871 -0.061 0.279 0.206
H -0.14828 -0.74374 7.74734 0.391 -0.010 0.042
C 3.05891 -4.36265 0.49771 -3.067 -1.804 -1.206
C 3.09483 -5.68637 1.25244 -0.995 0.142 0.492
O 4.42086 -5.77405 1.70964 0.623 0.603 -0.719
C 5.01653 -4.57394 1.52490 2.671 0.328 1.174
O 6.15954 -4.36639 1.89522 -3.103 0.221 -1.285
O 4.12713 -3.66604 0.92255 3.122 0.248 1.116
H 2.11167 -3.83243 0.59616 0.090 0.306 0.703
H 3.00447 -4.64120 -0.55469 1.014 0.432 -0.500
H 2.83147 -6.48964 0.56434 0.122 -0.248 0.467
H 2.49842 -5.67026 2.16465 -0.467 -0.243 -0.236
C -4.29507 3.24493 -4.41724 3.192 -0.867 0.084
C -4.09242 4.69098 -4.28607 1.733 0.812 2.540
O -5.29863 5.14654 -4.69167 -1.266 3.355 0.803
C -5.83125 4.30847 -5.54249 -1.179 1.431 -2.021
O -6.67761 4.63605 -6.30758 -0.565 -0.767 -0.061
O -5.17342 3.17282 -5.49908 -0.102 -2.573 -0.067
H -4.53692 2.74764 -3.47793 -0.873 -0.165 -0.335
H -3.28219 2.95242 -4.69402 -0.265 -1.241 -0.331
H -3.22510 5.10517 -4.80018 -0.290 -0.037 -0.868
H -3.88158 4.97661 -3.25550 -0.367 0.077 0.234
C 2.10228 2.42464 -2.50133 -0.336 -2.255 2.193
C 1.49307 3.72169 -2.26284 0.457 1.516 1.222
O 1.74529 4.40879 -3.43939 0.012 0.083 -3.096
C 1.96537 3.46276 -4.48775 -0.955 0.714 -1.630
O 1.87163 3.65980 -5.70301 0.657 -0.667 4.826
O 2.19221 2.25758 -3.84485 0.143 0.835 -3.589
H 1.33683 1.73843 -2.13898 0.711 -0.878 0.286
H 3.06704 2.30877 -2.00746 0.001 -0.245 -0.105
H 2.05849 4.18905 -1.45663 -0.529 0.444 0.128
H 0.43621 3.62552 -2.01402 -0.148 0.462 -0.224
```
Forces are in eV/Å.

Spin multiplicity: 3
DFT total energy (a.u.): -4071.05541
HOMO energy (spin up / spin down) (eV): -12.56 / -12.56
ΔE to the lowest compared entry with this formula, charge and spin (kJ/mol): 535.1
<S²>: 2.009
Net charge: +1

natural (NBO) population analysis, charges in e, atoms 1 to 2: 0.69 0.31

***

3.
Molecular formula: C3H12N2O
Method: DFT, ωB97M-V/def2-TZVPD

```
18
Properties=species:S:1:pos:R:3:forces:R:3
N 1.26187 1.28325 -0.70561 0.205 -0.120 0.024
C 0.97706 0.10102 0.12243 -0.488 -0.156 -0.307
C -0.45146 -0.37494 -0.12835 -0.625 0.389 0.219
C -0.61774 -1.88667 0.03542 -0.001 0.321 -0.764
N -1.91118 -2.40851 -0.35574 -0.506 -0.298 0.504
H 1.12078 1.00182 -1.67200 -0.131 0.252 0.011
H 2.24739 1.52276 -0.65211 -0.009 0.013 0.146
H 1.08574 0.35223 1.17157 0.270 0.062 0.157
H 1.62865 -0.74123 -0.12067 0.309 0.000 0.128
H -1.16505 0.10529 0.55092 0.221 0.087 0.210
H -0.81507 -0.00162 -1.09570 0.313 -0.484 -0.213
H -0.42859 -2.14245 1.07864 0.068 -0.143 0.007
H 0.12693 -2.39657 -0.58583 0.052 -0.025 0.210
H -2.68348 -1.93325 0.10165 0.182 -0.061 -0.137
H -2.08183 -2.43656 -1.34891 0.164 0.212 -0.048
O 0.49491 3.17908 1.56229 0.080 -0.227 -0.266
H 0.64107 2.67437 0.73778 -0.092 0.203 0.125
H 0.57000 4.10198 1.30423 -0.012 -0.024 -0.006
```
Forces are in eV/Å.

Spin multiplicity: 1
DFT total energy (a.u.): -306.24078
Structure (SMILES): NCCCN.O
HOMO energy (eV): -9.14
ΔE to the lowest compared entry with this formula, charge and spin (kJ/mol): 8.3

natural (NBO) population analysis, charges in e, atoms 1 to 2: -0.85 -0.22